(1)
C22H43Br6FKN8NaO11S | ωB97M-V/def2-TZVPD

```
94
Properties=species:S:1:pos:R:3:mulliken_charge:R:1
O 3.07361 -5.94670 -4.28497 -0.43
C 3.62864 -5.17616 -3.59107 0.69
F 3.42090 -5.08272 -2.26885 -0.11
N 4.61377 -4.22865 -3.96514 -0.36
C 5.90327 -4.80958 -3.63119 0.27
O 6.72063 -5.14347 -4.43866 -0.45
N 6.07231 -4.99505 -2.23338 0.47
N 6.34632 -6.21292 -1.67368 0.08
N 6.39944 -6.07855 -0.35827 -0.78
N 6.17843 -4.83811 -0.05728 0.11
C 6.00464 -4.14885 -1.17105 0.52
C 5.69999 -2.73197 -1.41204 -0.89
S 6.75315 -1.49330 -0.64964 1.21
O 5.81781 -0.62336 0.04458 -0.74
O 7.48900 -0.82217 -1.68658 -0.70
H 4.49482 -3.43115 -3.34638 0.37
H 6.46206 -7.06385 -2.19392 0.20
H 5.73360 -2.47939 -2.46158 0.34
H 4.68462 -2.54559 -1.06645 0.39
H 7.57371 -2.13246 0.30102 0.24
C 5.13674 1.91079 -2.19210 0.54
Br 6.58580 2.34865 -3.35060 -0.01
Br 4.55915 3.39148 -1.11290 -0.08
Br 3.63751 1.18025 -3.17140 -0.15
H 5.48537 1.13386 -1.51771 -0.31
C 2.48456 -5.83900 1.67216 -1.36
C 2.03500 -4.54273 1.01408 1.17
O 2.82161 -3.79165 0.50877 -0.40
C 0.55141 -4.23348 1.01532 -1.14
H 3.56534 -5.92474 1.59832 0.21
H 2.21111 -5.83987 2.73538 0.38
H 2.02472 -6.69259 1.16586 0.38
H 0.19815 -4.15072 2.03831 0.27
H 0.00144 -5.01951 0.48263 0.55
H 0.36864 -3.28581 0.51953 -0.15
C 0.28199 2.32188 -0.05408 0.65
O -0.61443 2.40882 0.79015 -0.44
N 0.79518 1.13203 -0.45395 -0.08
N 0.82695 3.41927 -0.64612 -0.31
H 1.52801 1.04897 -1.13813 0.02
H 0.42293 0.30000 -0.03605 -0.01
H 0.48614 4.32047 -0.37602 0.19
H 1.55746 3.35607 -1.33071 0.09
C 9.10481 -4.15439 1.43231 0.54
O 9.41404 -5.33046 1.10044 -0.67
O 8.23797 -3.49425 0.69135 -0.60
O 9.54968 -3.55007 2.45167 -0.70
C -0.18901 0.19738 3.85594 0.36
Br 1.47447 1.07865 3.52406 0.03
Br -0.80686 -0.78966 2.32690 0.09
Br -0.12397 -0.90131 5.43159 -0.06
H -0.92594 0.96390 4.04008 -0.42
C -2.59054 4.43100 2.31343 -1.47
C -3.84430 3.54283 2.25600 -0.01
C -4.49630 3.32209 0.89988 -1.45
N -5.21785 4.47487 0.27538 0.31
C -6.22862 5.01988 1.25223 -1.39
C -7.15711 6.03317 0.61723 -0.75
C -7.88005 5.44180 -0.58550 -0.74
C -6.87903 4.88257 -1.59299 -0.73
C -5.92147 3.90741 -0.93613 -0.57
C -4.26096 5.52759 -0.16251 -0.87
H -2.85409 5.48232 2.40471 0.30
H -1.98210 4.19717 3.19351 0.56
H -1.95998 4.28252 1.43979 0.29
H -4.58036 3.88437 3.00238 0.68
H -3.53346 2.55203 2.56545 0.19
H -5.24636 2.54158 1.01811 0.24
H -3.76056 2.97841 0.17170 0.70
H -6.80360 4.16073 1.65022 0.75
H -5.67367 5.47201 2.07127 0.55
H -7.87797 6.34476 1.37172 0.40
H -6.60947 6.93509 0.32200 0.34
H -8.50459 6.19729 -1.06022 0.39
H -8.54792 4.64497 -0.24811 0.35
H -6.33821 5.69537 -2.08400 0.32
H -7.40339 4.35427 -2.38926 0.40
H -5.14181 3.58301 -1.62531 0.45
H -6.47088 3.03396 -0.58848 0.48
H -3.41276 5.05358 -0.65009 0.24
H -3.94418 6.10198 0.69961 0.30
H -4.75398 6.19638 -0.85694 0.46
O -7.82167 3.72728 3.45011 -0.97
H -7.62964 4.64678 3.22016 0.24
K -0.46211 -5.80035 2.99257 0.94
Na -3.30085 2.12349 4.11667 0.90
C -2.00864 -4.04244 -1.95291 -1.03
C -2.16874 -2.94624 -0.87663 0.07
O -2.69032 -3.40573 0.28008 -0.83
H -2.97591 -4.48484 -2.19491 0.31
H -1.58328 -3.63569 -2.88250 0.30
H -1.33875 -4.83525 -1.60217 0.18
H -2.76245 -2.13551 -1.37210 0.26
H -1.13874 -2.47471 -0.79400 -0.11
```

Computed properties:
HOMO energy	-4.487	eV
2S+1	1
E_tot	-512488.601	eV
orbital gap	1.66	eV

(2)
C22H43BrFN3O11PS | ωB97M-V/def2-TZVPD

```
83
Properties=species:S:1:pos:R:3:mulliken_charge:R:1
C -1.36768 0.27475 1.99978 -1.37
C 0.12054 0.53901 1.69670 0.64
C 0.33487 1.92452 1.10302 -0.84
O -0.34220 2.11427 -0.14496 -0.51
C 0.13255 1.46353 -1.24747 -0.10
F 0.06224 2.40261 -2.28315 -0.49
O 1.40825 1.06861 -1.09120 -0.03
C 1.98482 0.21824 -2.08612 -0.33
C 3.39202 -0.08343 -1.52588 -1.38
C 3.48092 -0.31929 -0.03623 -0.56
N 3.73336 0.67178 0.72446 -0.23
C 2.25732 1.08963 -3.34530 -1.18
C 2.68380 2.53400 -3.03337 -0.34
O 3.37660 3.12631 -3.83660 -0.50
C 1.15226 -1.09728 -2.36838 0.84
C 1.64002 -2.30512 -1.55868 -1.82
S 1.61119 -1.48783 -4.11097 -0.19
N -0.40553 -0.93050 -2.19881 1.83
O -0.72887 -1.89692 -1.15750 -0.57
C -1.22759 -1.41125 -3.36485 -1.07
C -1.22495 -2.91392 -3.65565 -0.88
C -2.36148 -3.71921 -2.97829 -0.82
C -1.85700 -4.96524 -2.22437 -0.48
N -2.35419 -4.98764 -0.82936 -0.73
C -0.90223 0.36254 -1.56960 1.21
P -2.35151 1.32207 -2.32531 -0.10
O -2.08239 1.13986 -3.91684 -0.47
Br -4.03613 -0.11703 -1.82724 -0.24
H -1.99483 0.97701 1.45643 0.23
H -1.54720 0.38904 3.06223 0.41
H -1.63431 -0.73776 1.70679 0.25
H 0.71112 0.51685 2.60956 0.71
H 0.54618 -0.21351 1.03177 -0.54
H 1.37931 2.22119 1.07934 0.42
H -0.14586 2.62575 1.78232 0.50
H 3.87516 -0.87248 -2.09329 0.44
H 4.00117 0.80455 -1.67788 0.64
H 3.31663 -1.31267 0.38083 0.52
H 3.76904 0.36088 1.69451 0.31
H 3.10856 0.71263 -3.89620 0.61
H 1.37992 1.19153 -3.98427 0.69
H 2.37943 3.02743 -2.10311 0.47
H 1.61625 -2.13666 -0.48981 0.15
H 1.10805 -3.20865 -1.82888 0.50
H 2.66695 -2.50990 -1.83544 0.65
H 1.64753 -2.82447 -4.03366 0.28
H -1.69995 -1.89949 -1.11522 0.31
H -1.01623 -0.83102 -4.25214 0.49
H -2.26473 -1.18773 -3.13340 0.52
H -1.43226 -2.95082 -4.72525 0.42
H -0.27114 -3.40970 -3.55412 0.27
H -2.94718 -3.09974 -2.30129 0.41
H -3.02206 -4.08763 -3.75513 0.52
H -2.19289 -5.86522 -2.72953 0.43
H -0.76370 -5.00306 -2.22235 0.26
H -2.08677 -4.10320 -0.41024 0.19
H -1.80411 -5.66875 -0.31837 0.28
H -1.33466 0.13351 -0.60357 0.08
H -2.76716 1.64836 -4.36779 0.35
C 6.01305 3.83656 6.76773 -0.63
O 6.66179 3.20239 5.66144 -0.32
C 5.97010 3.23109 4.52934 0.79
O 4.88288 3.72143 4.37438 -0.55
O 6.68336 2.61319 3.58921 -0.33
C 6.05358 2.58845 2.30824 -0.44
H 6.68685 3.73692 7.61264 0.22
H 5.84326 4.89058 6.55951 0.29
H 5.06994 3.34332 6.99348 0.30
H 5.90266 3.59883 1.93356 0.31
H 5.10471 2.06659 2.35842 0.11
H 6.72406 2.05484 1.64078 0.24
C -5.30779 1.47131 1.30509 -0.57
O -5.62997 1.17494 2.66089 -0.34
C -6.68496 0.36742 2.79710 0.77
O -7.32504 -0.09952 1.89452 -0.54
O -6.89209 0.17180 4.09207 -0.32
C -8.00403 -0.67994 4.39007 -0.63
H -4.43915 2.12559 1.32555 0.21
H -5.06024 0.56246 0.76126 0.16
H -6.13066 1.98733 0.81377 0.41
H -7.85124 -1.67083 3.96802 0.30
H -8.92790 -0.24980 4.01025 0.30
H -8.05244 -0.74835 5.47203 0.22
```

Computed properties:
HOMO energy	-12.342	eV
charge	+1
2S+1	1
E_tot	-143378.441	eV
orbital gap	9.68	eV

(3)
C22H43F2NO18S | ωB97M-V/def2-TZVPD

```
87
Properties=species:S:1:pos:R:3:mulliken_charge:R:1
O 0.51673 0.63679 -1.90422 -0.35
C 0.90964 1.68775 -2.20340 0.58
F 2.27528 1.92875 -2.25012 -0.27
C -0.11068 2.84558 -2.51639 -0.54
N -1.29478 2.72050 -1.65721 -0.33
S -2.47600 1.71898 -2.28485 1.18
O -2.12671 1.09765 -3.53140 -0.45
O -2.75990 0.67581 -1.29768 -0.63
F -3.76984 2.66076 -2.53526 -0.22
H -0.34898 2.86107 -3.60706 0.33
H 0.36868 3.82846 -2.26682 0.32
H -1.07144 2.48921 -0.68992 0.34
C 1.94982 -2.85698 -2.05205 -1.06
C 0.97526 -3.11124 -0.91794 -0.12
O 1.39214 -4.21529 -0.10108 -0.37
C 2.41709 -3.97259 0.71865 0.78
O 3.00600 -2.92728 0.83339 -0.56
O 2.69665 -5.10279 1.37973 -0.35
C 3.84964 -5.01156 2.21759 -0.50
H 2.09359 -3.76447 -2.64209 0.34
H 1.57769 -2.06392 -2.70207 0.28
H 2.92876 -2.56082 -1.67583 0.32
H 0.00401 -3.38302 -1.33165 0.31
H 0.82909 -2.21935 -0.30586 0.26
H 3.76697 -4.18016 2.91506 0.17
H 4.74751 -4.90959 1.60693 0.29
H 3.92281 -5.93504 2.78878 0.20
C -1.43720 -1.62149 -5.21869 -1.02
C -1.08570 -0.51538 -6.19706 -0.08
O -0.98190 -1.01886 -7.53694 -0.36
C -2.13900 -1.30533 -8.13964 0.74
O -3.23908 -1.17545 -7.66790 -0.55
O -1.86250 -1.78883 -9.35756 -0.35
C -3.01145 -2.23855 -10.07504 -0.63
H -0.71549 -2.43792 -5.29405 0.33
H -1.44050 -1.24121 -4.19689 0.24
H -2.42005 -2.04147 -5.43066 0.32
H -0.10742 -0.10632 -5.94137 0.28
H -1.80248 0.30622 -6.15188 0.28
H -3.76501 -1.45440 -10.14544 0.29
H -3.42629 -3.12623 -9.59594 0.29
H -2.68964 -2.50314 -11.08050 0.22
C -6.61673 1.18048 -1.38473 -1.08
C -6.05869 0.58505 -0.10843 0.00
O -6.25044 1.46862 1.00706 -0.35
C -7.49622 1.54143 1.48204 0.77
O -8.45310 0.93893 1.06812 -0.55
O -7.50450 2.42518 2.48899 -0.34
C -8.80341 2.68147 3.02178 -0.64
H -6.18023 2.16500 -1.56194 0.22
H -6.39721 0.53250 -2.23468 0.33
H -7.69665 1.31434 -1.32514 0.40
H -4.98340 0.44992 -0.21938 0.13
H -6.49248 -0.39526 0.09808 0.32
H -9.29321 1.75793 3.32976 0.29
H -9.41073 3.20983 2.28577 0.29
H -8.68161 3.31881 3.89560 0.23
C 6.45585 5.13046 0.17603 -1.10
C 5.27767 5.87694 0.77369 -0.17
O 4.06386 5.12058 0.66328 -0.36
C 3.94700 4.08754 1.50354 0.74
O 4.75290 3.74713 2.32909 -0.55
O 2.78356 3.47545 1.24669 -0.27
C 2.58071 2.28153 2.00569 -0.72
H 6.24409 4.85240 -0.85823 0.29
H 7.35267 5.75097 0.20217 0.36
H 6.65980 4.20953 0.72135 0.32
H 5.11651 6.80068 0.21752 0.29
H 5.46090 6.15190 1.81407 0.32
H 2.67627 2.46606 3.07535 0.35
H 3.28724 1.51508 1.68525 0.34
H 1.57115 1.92604 1.80600 0.18
C 3.38697 -2.31815 9.55907 -1.10
C 4.26392 -1.63261 8.52769 -0.16
O 4.18991 -2.28760 7.25432 -0.35
C 3.06581 -2.08217 6.56180 0.73
O 2.13171 -1.40473 6.90563 -0.56
O 3.14659 -2.78355 5.42459 -0.30
C 1.95982 -2.74049 4.63221 -0.24
H 3.64353 -3.37677 9.63216 0.29
H 3.51381 -1.85196 10.53718 0.35
H 2.33388 -2.26050 9.28547 0.32
H 5.30555 -1.69136 8.84401 0.29
H 4.01440 -0.57474 8.42615 0.31
H 1.66332 -1.71427 4.41690 0.29
H 1.15412 -3.27329 5.13896 0.32
H 2.16977 -3.24321 3.69182 -0.19
```

Computed properties:
HOMO energy	-10.729	eV
structure (SMILES)	O=C(F)CNS(=O)(=O)F.CCOC(=O)OC.CCOC(=O)OC.CCOC(=O)OC.CCOC(=O)OC.CCOC(=O)OC
2S+1	1
E_tot	-78126.752	eV
orbital gap	10.70	eV

What LUMO level values result from the calculations? In sequence: -2.82, -2.66, -0.02 eV.